Record 1
{"formula": "C24H66BF3N4O10Pt2", "method": "ωB97M-V with the def2-TZVPD basis set", "symbols": ["Pt", "Pt", "C", "O", "O", "C", "F", "F", "F", "C", "C", "H", "H", "H", "H", "H", "H", "B", "H", "H", "H", "H", "C", "C", "O", "O", "H", "H", "H", "H", "H", "H", "C", "C", "O", "O", "H", "H", "H", "H", "H", "H", "C", "C", "C", "O", "C", "N", "H", "H", "H", "H", "H", "H", "H", "H", "H", "H", "H", "C", "C", "C", "O", "C", "N", "H", "H", "H", "H", "H", "H", "H", "H", "H", "H", "H", "C", "C", "C", "O", "C", "N", "H", "H", "H", "H", "H", "H", "H", "H", "H", "H", "H", "C", "C", "C", "O", "C", "N", "H", "H", "H", "H", "H", "H", "H", "H", "H", "H", "H"], "xyz": [[-18.9923, 4.5421, 20.7589], [-14.5307, 6.0296, 19.1373], [-21.3584, 7.0433, 19.4284], [-21.9491, 7.8384, 20.3871], [-20.4037, 6.2777, 20.1606], [-22.3174, 6.3303, 18.3488], [-23.5052, 6.2004, 18.9350], [-22.5296, 7.0424, 17.2898], [-21.9752, 5.0417, 18.0748], [-22.7602, 8.9165, 20.1132], [-23.8651, 9.1928, 21.2236], [-24.6694, 8.4702, 21.3614], [-23.4661, 9.2516, 22.2362], [-24.3633, 10.1061, 20.8982], [-23.3868, 8.7434, 19.2382], [-22.2500, 9.8362, 19.8270], [-20.8795, 7.8322, 18.8484], [-16.8604, 5.4181, 20.1424], [-16.1101, 5.9528, 20.7040], [-16.4552, 5.2846, 19.1513], [-17.0802, 4.4684, 20.6051], [-17.7617, 6.0047, 20.0550], [-16.9584, 9.3513, 23.3772], [-17.5523, 8.9525, 22.0307], [-18.8760, 8.6949, 22.3615], [-15.6013, 9.7745, 23.2204], [-17.0956, 8.5943, 24.1494], [-17.5034, 10.2022, 23.7861], [-16.9526, 8.1267, 21.6477], [-17.5238, 9.8221, 21.3741], [-19.4695, 8.5713, 21.6172], [-15.6094, 10.6497, 22.8260], [-14.8999, 4.6447, 23.8952], [-15.1497, 5.9807, 24.4617], [-15.2276, 6.9015, 23.4358], [-15.9617, 4.1740, 23.0377], [-14.6749, 3.9532, 24.7071], [-13.9664, 4.7838, 23.3500], [-14.3115, 6.3233, 25.0684], [-15.9980, 6.0724, 25.1400], [-15.4535, 7.7530, 23.8171], [-15.7724, 4.6600, 22.2317], [-19.1657, 5.6335, 24.8726], [-19.2381, 4.7615, 23.6983], [-20.7227, 4.5809, 23.2308], [-20.7891, 3.7688, 22.0595], [-22.1040, 3.6851, 21.7060], [-18.6085, 5.5802, 22.7197], [-19.6739, 6.5898, 24.7489], [-18.1343, 5.7308, 25.2115], [-19.7529, 5.2886, 25.7237], [-18.7460, 3.7895, 23.7327], [-21.1600, 5.5585, 23.0279], [-21.3503, 4.1959, 24.0346], [-22.6123, 3.1665, 22.5189], [-22.2973, 3.1216, 20.7932], [-22.3997, 4.7189, 21.5272], [-17.6510, 5.4928, 23.0290], [-18.7810, 6.5654, 22.8600], [-17.0703, 9.1668, 17.4717], [-16.3808, 7.8521, 17.7315], [-15.8902, 7.0223, 16.4392], [-15.2610, 5.8784, 17.0345], [-15.0484, 4.9227, 16.0357], [-15.4115, 7.9401, 18.8237], [-17.0450, 9.8802, 18.2954], [-18.1155, 9.1406, 17.1636], [-16.6247, 9.7327, 16.6536], [-17.1434, 7.1609, 18.0902], [-15.2056, 7.5960, 15.8145], [-16.6727, 6.8221, 15.7073], [-14.6674, 5.3202, 15.0950], [-15.8573, 4.2295, 15.8049], [-14.2487, 4.3046, 16.4440], [-15.7794, 8.5983, 19.4956], [-14.6947, 8.4980, 18.3821], [-20.1895, 1.0153, 20.1978], [-18.7416, 1.5022, 20.3726], [-18.1700, 2.1880, 19.1603], [-18.6674, 3.5214, 18.8388], [-18.4258, 4.0522, 17.5584], [-18.6791, 2.4350, 21.5071], [-20.9929, 1.7212, 19.9874], [-20.4429, 0.2845, 20.9658], [-20.0524, 0.3755, 19.3261], [-18.1752, 0.6004, 20.6055], [-18.4493, 1.4992, 18.3631], [-17.0859, 2.1908, 19.2737], [-18.4740, 3.3188, 16.7535], [-17.4747, 4.5842, 17.5792], [-19.0837, 4.8791, 17.2908], [-17.7689, 2.2644, 21.9103], [-19.2493, 1.9516, 22.1863], [-12.1101, 7.8793, 22.2847], [-12.8010, 7.5437, 20.9773], [-11.8670, 7.4100, 19.7645], [-12.5886, 6.7977, 18.6737], [-11.6804, 6.5614, 17.6019], [-13.6475, 6.3997, 21.1702], [-11.8748, 8.9416, 22.2194], [-11.2791, 7.1868, 22.4184], [-12.7948, 7.8706, 23.1327], [-13.3719, 8.3910, 20.5975], [-10.8605, 7.0075, 19.8792], [-11.7121, 8.3820, 19.2963], [-11.7719, 5.5214, 17.2885], [-10.6298, 6.8464, 17.6574], [-12.1064, 7.0835, 16.7452], [-12.9842, 5.7105, 21.4944], [-14.2382, 6.6609, 21.9467]], "lowdin_charge": [1.2428, 1.2503, -0.3960, -0.0998, -0.2969, -0.5789, 0.1388, 0.1934, 0.1141, -0.2597, -0.0454, 0.0689, 0.0631, 0.0717, 0.1054, 0.1142, 0.1287, -0.5474, -0.0570, -0.0532, -0.0472, -0.0246, -0.2273, -0.2479, -0.0433, -0.0683, 0.1205, 0.1366, 0.0986, 0.1259, 0.0945, 0.0981, -0.1926, -0.2496, -0.0915, -0.0553, 0.1407, 0.1110, 0.1382, 0.1197, 0.0609, 0.0246, -0.0487, -0.4036, -0.1471, -0.3125, -0.1020, 0.0050, 0.1073, 0.0794, 0.0974, 0.1408, 0.1370, 0.1385, 0.1102, 0.0918, 0.1015, 0.0628, 0.0807, -0.0254, -0.3629, -0.1017, -0.3449, -0.0836, -0.0094, 0.0834, 0.0975, 0.0890, 0.1159, 0.1312, 0.1471, 0.1107, 0.1015, 0.0973, 0.1056, 0.1132, -0.0184, -0.3843, -0.1406, -0.3163, -0.0643, -0.0158, 0.0750, 0.0959, 0.0868, 0.1556, 0.1336, 0.1361, 0.1108, 0.0518, 0.1054, 0.0990, 0.1028, -0.0048, -0.4244, -0.1339, -0.3632, -0.0523, 0.0043, 0.1024, 0.1023, 0.0821, 0.1298, 0.1413, 0.1426, 0.0992, 0.1150, 0.0995, 0.1147, 0.0504], "gap_ev": [7.128, 5.373], "s_squared": 6.0075, "largest_force_ev_per_a": 4.7, "multiplicity": 5, "total_energy_ha": -2487.55449, "charge": 2}

---

Record 2
{"formula": "C12H30ClF2N2O2PS", "method": "ωB97M-V with the def2-TZVPD basis set", "symbols": ["O", "S", "O", "F", "P", "F", "Cl", "C", "C", "N", "C", "C", "C", "C", "H", "H", "H", "H", "H", "H", "H", "H", "H", "H", "H", "H", "H", "H", "H", "C", "C", "N", "C", "C", "C", "C", "H", "H", "H", "H", "H", "H", "H", "H", "H", "H", "H", "H", "H", "H", "H"], "xyz": [[0.2491, -4.8920, 2.8660], [-0.8453, -5.8379, 3.4176], [-1.5770, -5.2700, 4.6952], [-2.0765, -6.0363, 2.2110], [-0.0757, -7.7751, 4.0408], [0.6274, -8.6024, 2.6557], [-1.8422, -8.8552, 4.6597], [3.6153, -0.1588, -1.7806], [3.2635, -0.8305, -0.4565], [1.8597, -0.6740, -0.0696], [1.5947, -1.0509, 1.3221], [1.8060, -2.5102, 1.7103], [0.8623, -1.1302, -1.0403], [0.9265, -2.5863, -1.4903], [3.3317, 0.8988, -1.7769], [4.6969, -0.2142, -1.9495], [3.1284, -0.6482, -2.6278], [3.8953, -0.3645, 0.3113], [3.5562, -1.8848, -0.5033], [0.5714, -0.7590, 1.5904], [2.2358, -0.4350, 1.9670], [1.0093, -3.1493, 1.3233], [1.7885, -2.6071, 2.8004], [2.7679, -2.8995, 1.3651], [0.9395, -0.4978, -1.9326], [-0.1449, -0.9251, -0.6555], [1.9426, -2.9072, -1.7345], [0.3200, -2.7176, -2.3926], [0.5196, -3.2610, -0.7347], [-1.8835, 6.0296, -0.3031], [-1.3218, 4.8501, -1.0915], [-1.1566, 3.6323, -0.2948], [-0.3490, 2.6065, -0.9615], [-0.9007, 1.9989, -2.2465], [-2.3518, 3.1367, 0.3919], [-3.5765, 2.8178, -0.4596], [-1.2837, 6.2314, 0.5905], [-1.8708, 6.9320, -0.9251], [-2.9190, 5.8596, 0.0021], [-0.3384, 5.1617, -1.4678], [-1.9516, 4.6772, -1.9707], [-0.1311, 1.7969, -0.2535], [0.6317, 3.0447, -1.1906], [-1.7209, 1.3063, -2.0446], [-0.1161, 1.4233, -2.7477], [-1.2477, 2.7584, -2.9526], [-2.6471, 3.8791, 1.1428], [-2.0935, 2.2489, 0.9832], [-3.7945, 3.5985, -1.1930], [-4.4565, 2.7248, 0.1855], [-3.4672, 1.8668, -0.9845]], "lowdin_charge": [-0.3673, 0.6168, -0.3876, -0.2913, 0.6662, -0.3947, 0.1733, -0.0916, -0.2696, -0.1871, -0.2484, -0.1003, -0.2569, -0.0828, 0.0755, 0.0729, 0.0638, 0.1181, 0.0957, 0.1117, 0.1093, 0.0377, 0.0704, 0.0723, 0.0858, 0.1135, 0.0693, 0.0740, 0.0567, -0.0958, -0.2725, -0.1889, -0.2478, -0.0923, -0.2489, -0.0908, 0.0790, 0.0722, 0.0625, 0.1175, 0.0953, 0.1027, 0.1105, 0.0563, 0.0588, 0.0680, 0.1007, 0.1145, 0.0677, 0.0723, 0.0537], "gap_ev": 6.011, "smiles": "O=S(=O)(F)P(F)Cl.CCN(CC)CC.CCN(CC)CC", "largest_force_ev_per_a": 7.7, "total_energy_ha": -2134.58178}